Entry from the Open Molecules 2025 dataset: a cluster of 2 separate species, C3H9BS in total at a distorted geometry (the ωB97M-V functional and the def2-TZVPD basis).

```
14
Properties=species:S:1:pos:R:3:forces:R:3:mulliken_charge:R:1
B 0.211752 -0.932359 -0.292682 0.5 0.1 -1.2 0.30
C 0.179023 -0.268738 1.178378 -3.3 -0.4 -2.2 -0.76
C 1.012909 -2.324133 -0.607318 -1.1 1.3 -0.7 -1.01
C -1.422233 2.802452 -0.765526 0.7 -0.7 0.2 -1.00
S -0.315875 -0.059812 -1.810941 0.1 -0.3 1.1 -0.24
H -0.218679 0.777467 1.042519 0.8 -1.1 0.8 0.15
H 1.163109 -0.425818 1.454062 2.1 0.4 1.2 0.31
H -0.478253 -0.899167 1.834788 0.5 0.7 -0.4 0.28
H 1.039106 -2.728942 -1.632722 -1.0 -0.1 0.4 0.28
H 0.754130 -3.010073 0.166266 -0.2 -1.0 0.3 0.29
H 2.044812 -2.135922 -0.519897 1.6 0.6 0.7 0.39
H -1.687255 3.403169 -1.550139 0.1 1.8 -2.0 0.35
H -0.402790 2.597294 -0.526921 0.2 -0.1 0.4 0.30
H -2.285931 2.299108 -0.482840 -0.9 -1.3 1.3 0.36
```
Forces are in eV/Å.

Output
calculated total energy = -542.62935 a.u.
HOMO energy (spin up / spin down) = -9.7 / -9.1 eV
largest force on an atom = 3.98 eV Å⁻¹
2S+1 = 1
gap between HOMO and LUMO (spin up / spin down) = 9.6 / 7.3 eV